10
Properties=species:S:1:pos:R:3:forces:R:3:mulliken_spin:R:1 method="wB97M-V/def2-TZVPD" multiplicity=3 homo_lumo_gap_ev="4.44 / 7.85" total_charge=-1
C 2.7387 0.1944 0.7067 0.6410 -4.0159 0.6095 0.010
N 1.9982 -0.6924 0.2756 3.5786 2.2977 1.2793 0.017
N -0.2784 -0.0967 -0.1767 -3.1526 -4.5212 0.0713 0.344
N -1.7581 -0.3635 -0.3235 1.8439 -2.2129 -0.2887 0.049
N 0.0782 1.1080 -0.1675 0.8264 4.4940 -0.0856 0.957
O -0.6554 2.1467 -0.2575 -0.1141 0.4177 0.0023 0.608
O 3.7377 0.6614 1.2600 -3.0001 -0.0232 -1.7923 0.000
H 1.0257 -1.0472 0.0067 0.1438 1.8883 0.2817 0.001
H -2.3914 0.3254 -0.5937 -0.6969 3.1436 0.5925 0.004
H -1.6944 -0.7006 -1.2640 -0.0701 -1.4680 -0.6699 0.010